Record 1
{"formula": "C4H9NO", "method": "ωB97M-V/def2-TZVPD", "total_energy_ev": -7831.4094, "smiles": "CCN(C)C=O", "charge": 0, "de_lowest_kcal_mol": 21.0, "homo_lumo_gap_ev": 10.2, "species": ["C", "N", "C", "C", "C", "O", "H", "H", "H", "H", "H", "H", "H", "H", "H"], "xyz": [[-0.922, -0.890, 0.098], [-0.075, -0.097, -0.596], [0.469, 1.072, 0.081], [1.323, 0.848, 1.324], [0.146, -0.331, -2.013], [-1.280, -0.700, 1.236], [-1.305, -1.761, -0.469], [1.055, 1.588, -0.673], [-0.357, 1.753, 0.315], [1.097, -0.033, 1.915], [1.128, 1.660, 2.031], [2.371, 0.850, 1.058], [-0.155, -1.343, -2.242], [1.193, -0.111, -2.209], [-0.442, 0.361, -2.601]], "lowdin_charge": [-0.355, -0.159, -0.212, -0.075, -0.045, 0.023, 0.133, 0.108, 0.120, 0.068, 0.077, 0.064, 0.080, 0.088, 0.084]}

Record 2
{"formula": "C4H9NO", "method": "ωB97M-V/def2-TZVPD", "total_energy_ev": -7827.8972, "charge": 0, "de_lowest_kcal_mol": 102.0, "homo_lumo_gap_ev": 8.9, "species": ["C", "C", "C", "O", "N", "C", "H", "H", "H", "H", "H", "H", "H", "H", "H"], "xyz": [[-0.388, -0.250, 2.327], [-0.223, -0.746, 0.897], [0.378, 0.300, -0.024], [0.642, 1.429, 0.309], [0.588, -0.132, -1.348], [0.191, 0.986, -2.751], [-1.019, 0.641, 2.359], [-0.849, -1.026, 2.946], [0.578, 0.014, 2.768], [0.405, -1.648, 0.863], [-1.194, -1.036, 0.472], [0.432, -1.109, -1.564], [-0.678, 0.438, -3.146], [-0.194, 1.809, -2.131], [1.329, 0.331, -1.975]], "lowdin_charge": [-0.100, -0.176, -0.482, 0.104, 0.013, 0.004, 0.081, 0.074, 0.081, 0.119, 0.123, 0.128, -0.025, -0.019, 0.074]}

Record 3
{"formula": "C4H9NO", "method": "ωB97M-V/def2-TZVPD", "total_energy_ev": -7829.4888, "smiles": "C=C/C=C/N.O", "charge": 0, "de_lowest_kcal_mol": 65.3, "homo_lumo_gap_ev": 8.6, "species": ["N", "C", "C", "C", "C", "H", "H", "H", "H", "H", "H", "H", "H", "H", "O"], "xyz": [[0.945, 0.222, 1.916], [-0.012, 0.224, 0.922], [-0.756, -0.893, 0.654], [-1.912, -0.692, -0.378], [-3.084, -1.345, -0.341], [1.530, 1.039, 2.058], [0.603, -0.233, 2.799], [-0.235, 1.249, 0.496], [-0.726, -1.865, 1.117], [-1.890, 0.227, -1.063], [-3.849, -0.869, -0.955], [-3.239, -2.103, 0.374], [4.362, 2.166, -1.881], [4.410, 1.256, -3.177], [3.854, 1.617, -2.541]], "lowdin_charge": [-0.001, -0.249, -0.102, -0.199, -0.043, 0.076, 0.111, 0.129, 0.089, 0.108, 0.047, 0.032, 0.068, -0.015, -0.053]}

Record 4
{"formula": "C4H9NO", "method": "ωB97M-V/def2-TZVPD", "total_energy_ev": -7830.0171, "smiles": "CC[C@@H](N)C=O", "charge": 0, "de_lowest_kcal_mol": 53.1, "homo_lumo_gap_ev": 10.0, "species": ["O", "C", "C", "C", "C", "N", "H", "H", "H", "H", "H", "H", "H", "H", "H"], "xyz": [[-0.250, -3.081, -0.486], [-0.450, -1.926, -0.821], [-0.034, -0.764, 0.088], [0.324, 0.506, -0.618], [0.640, 1.866, 0.223], [-1.014, -0.582, 1.146], [-0.961, -1.761, -1.867], [0.992, -1.183, 0.493], [1.124, 0.322, -1.267], [-0.502, 0.896, -1.235], [1.409, 1.482, 0.978], [-0.254, 2.027, 0.776], [1.087, 2.588, -0.457], [-0.506, -0.574, 2.087], [-1.604, 0.185, 0.959]], "lowdin_charge": [0.029, -0.221, -0.423, -0.236, -0.068, 0.049, 0.146, 0.178, 0.081, 0.107, 0.086, 0.034, 0.065, 0.123, 0.049]}

Record 5
{"formula": "C4H9NO", "method": "ωB97M-V/def2-TZVPD", "total_energy_ev": -7830.9145, "smiles": "CCO/C=N/C", "charge": 0, "de_lowest_kcal_mol": 32.4, "homo_lumo_gap_ev": 10.8, "species": ["C", "C", "O", "C", "N", "C", "H", "H", "H", "H", "H", "H", "H", "H", "H"], "xyz": [[-2.724, -0.252, 0.115], [-1.271, -0.315, -0.305], [-0.612, 0.846, 0.213], [0.727, 0.805, 0.220], [1.404, -0.192, -0.153], [2.843, -0.101, -0.034], [-2.816, -0.325, 1.203], [-3.184, 0.686, -0.209], [-3.280, -1.082, -0.331], [-0.773, -1.210, 0.076], [-1.156, -0.317, -1.395], [1.133, 1.749, 0.601], [3.312, -0.698, -0.821], [3.166, -0.521, 0.925], [3.231, 0.926, -0.105]], "lowdin_charge": [-0.077, -0.258, -0.068, -0.270, -0.005, -0.144, 0.077, 0.077, 0.077, 0.110, 0.123, 0.142, 0.069, 0.075, 0.072]}

Record 6
{"formula": "C4H9NO", "method": "ωB97M-V/def2-TZVPD", "total_energy_ev": -7830.0031, "smiles": "CNCCC=O", "charge": 0, "de_lowest_kcal_mol": 53.4, "homo_lumo_gap_ev": 9.9, "species": ["C", "N", "C", "C", "C", "O", "H", "H", "H", "H", "H", "H", "H", "H", "H"], "xyz": [[-1.109, -0.264, -2.130], [-1.123, -0.119, -0.597], [0.167, 0.308, -0.096], [0.290, 0.013, 1.438], [1.640, 0.416, 1.939], [2.649, 0.131, 1.357], [-0.080, -0.233, -2.488], [-1.998, 0.347, -2.362], [-1.448, -1.278, -2.282], [-1.432, -1.024, -0.272], [0.300, 1.386, -0.268], [0.943, -0.266, -0.593], [-0.527, 0.614, 1.856], [0.136, -1.057, 1.626], [1.592, 1.026, 2.872]], "lowdin_charge": [-0.085, -0.145, -0.270, -0.149, -0.285, 0.061, 0.073, 0.078, 0.056, 0.082, 0.128, 0.100, 0.111, 0.123, 0.122]}

Record 7
{"formula": "C4H9NO", "method": "ωB97M-V/def2-TZVPD", "total_energy_ev": -7831.8783, "smiles": "CCCNC=O", "charge": 0, "de_lowest_kcal_mol": 10.2, "homo_lumo_gap_ev": 10.7, "species": ["C", "C", "C", "N", "C", "O", "H", "H", "H", "H", "H", "H", "H", "H", "H"], "xyz": [[-1.723, 0.527, 0.398], [-0.918, -0.307, -0.595], [0.286, -1.002, 0.040], [1.284, -0.065, 0.537], [2.063, 0.656, -0.308], [2.020, 0.581, -1.521], [-2.515, 1.089, -0.108], [-2.196, -0.107, 1.158], [-1.082, 1.251, 0.913], [-0.548, 0.320, -1.413], [-1.559, -1.074, -1.048], [0.768, -1.656, -0.694], [-0.028, -1.623, 0.887], [1.387, 0.081, 1.528], [2.761, 1.330, 0.226]], "lowdin_charge": [-0.115, -0.250, -0.205, 0.011, -0.369, 0.013, 0.070, 0.071, 0.066, 0.102, 0.109, 0.120, 0.120, 0.129, 0.129]}

Record 8
{"formula": "C4H9NO", "method": "ωB97M-V/def2-TZVPD", "total_energy_ev": -7826.7912, "smiles": "C=NC.CC=O", "charge": 0, "de_lowest_kcal_mol": 127.5, "homo_lumo_gap_ev": 7.5, "species": ["C", "C", "N", "H", "H", "H", "H", "H", "O", "C", "C", "H", "H", "H", "H"], "xyz": [[-1.616, -0.423, -1.245], [0.797, -0.359, -1.623], [-0.171, -0.482, -0.771], [-2.249, 0.034, -0.372], [-1.888, -1.448, -1.380], [-1.904, 0.038, -2.233], [1.257, -1.174, -2.258], [1.338, 0.638, -1.857], [-0.539, -0.085, 2.966], [-0.149, 0.278, 1.883], [1.272, 0.495, 1.565], [-0.894, 0.821, 1.172], [1.191, 0.791, 0.493], [1.853, -0.421, 1.467], [1.702, 1.297, 2.191]], "lowdin_charge": [-0.106, -0.059, -0.130, 0.090, 0.041, 0.083, 0.077, 0.092, 0.032, -0.366, -0.082, 0.116, 0.033, 0.083, 0.097]}

Record 9
{"formula": "C4H9NO", "method": "ωB97M-V/def2-TZVPD", "total_energy_ev": -7821.2072, "charge": 1, "de_lowest_kcal_mol": 48.1, "homo_lumo_gap_ev": [12.3, 7.4], "spin_multiplicity": 2, "species": ["C", "C", "N", "C", "C", "O", "H", "H", "H", "H", "H", "H", "H", "H", "H"], "xyz": [[0.411, 1.355, -1.022], [-1.003, 1.241, -0.470], [-1.260, 0.028, 0.271], [-0.454, -1.276, 0.345], [1.040, -1.074, 0.871], [-1.907, 2.082, -0.441], [0.387, 2.288, -1.639], [1.168, 1.600, -0.292], [0.833, 0.495, -1.453], [-2.281, -0.128, 0.311], [-0.528, -1.952, -0.510], [-0.945, -1.778, 1.170], [1.642, -2.073, 0.961], [1.261, -0.498, 1.755], [1.636, -0.311, 0.144]], "mulliken_spin": [0.009, -0.110, 0.735, -0.012, 0.016, 0.349, 0.000, -0.009, -0.006, -0.032, 0.045, 0.017, -0.001, -0.002, 0.000]}

Record 10
{"formula": "C4H9NO2", "method": "ωB97M-V/def2-TZVPD", "total_energy_ev": -9876.5695, "charge": -1, "de_lowest_kcal_mol": 48.8, "homo_lumo_gap_ev": [3.2, 6.8], "spin_multiplicity": 2, "species": ["C", "C", "C", "O", "C", "N", "O", "H", "H", "H", "H", "H", "H", "H", "H", "H"], "xyz": [[0.480, -0.791, -0.434], [-0.680, 0.192, -0.102], [-2.211, -0.294, -0.377], [-0.355, 1.410, -0.717], [1.745, -0.631, 0.340], [1.806, 0.733, 0.936], [2.761, -1.414, 0.614], [0.511, -0.653, -1.565], [0.088, -1.779, -0.235], [-0.704, 0.159, 0.979], [-2.446, -0.380, -1.445], [-2.668, 0.466, 0.238], [-2.335, -1.333, 0.046], [-0.791, 2.203, -0.396], [2.478, 1.258, 0.307], [2.320, 0.856, 1.811]], "mulliken_spin": [-0.027, 0.107, 0.007, -0.080, 0.687, -0.037, 0.172, 0.050, 0.041, 0.003, -0.008, 0.000, 0.000, 0.014, 0.057, 0.012]}

Record 11
{"formula": "C4H9NO2", "method": "ωB97M-V/def2-TZVPD", "total_energy_ev": -9876.2218, "smiles": "CN1C[C@]1(O)CO", "charge": 0, "de_lowest_kcal_mol": 88.5, "homo_lumo_gap_ev": 9.3, "species": ["C", "C", "N", "C", "C", "O", "O", "H", "H", "H", "H", "H", "H", "H", "H", "H"], "xyz": [[0.113, -1.137, -0.459], [2.166, 0.218, -0.485], [0.729, 0.183, -0.607], [-0.421, -0.226, 0.572], [-1.511, 0.697, 0.194], [-0.052, -0.410, 1.862], [-2.707, 0.003, -0.106], [-0.371, 0.320, 2.408], [-3.167, 0.496, -0.795], [-0.957, 1.026, -0.791], [-0.530, -1.459, -1.275], [0.739, -1.932, -0.056], [-1.672, 1.502, 0.924], [2.482, 1.259, -0.405], [2.630, -0.214, -1.379], [2.531, -0.327, 0.398]], "lowdin_charge": [-0.112, -0.129, -0.120, -0.395, -0.208, 0.072, -0.052, 0.114, 0.089, 0.153, 0.112, 0.121, 0.126, 0.071, 0.081, 0.077]}

Record 12
{"formula": "C4H9NO2", "method": "ωB97M-V/def2-TZVPD", "total_energy_ev": -9876.7735, "charge": 0, "de_lowest_kcal_mol": 75.8, "homo_lumo_gap_ev": 7.5, "species": ["C", "C", "O", "C", "N", "C", "O", "H", "H", "H", "H", "H", "H", "H", "H", "H"], "xyz": [[-1.899, -0.935, -0.565], [-0.608, -0.130, -0.518], [-0.914, 1.265, -0.799], [0.078, -0.278, 0.791], [1.480, -0.278, 0.827], [2.256, 0.659, 0.374], [1.773, 1.728, -0.210], [-1.688, -2.004, -0.568], [-2.461, -0.688, -1.462], [-2.530, -0.716, 0.303], [0.029, -0.401, -1.371], [-1.287, 1.574, 0.040], [0.787, 1.655, -0.121], [-0.269, -1.082, 1.403], [1.933, -0.999, 1.369], [3.319, 0.630, 0.509]], "lowdin_charge": [-0.068, -0.470, -0.099, -0.156, 0.013, -0.217, 0.088, 0.077, 0.076, 0.082, 0.142, 0.088, 0.083, 0.070, 0.154, 0.137]}

Record 13
{"formula": "C4H9NO2", "method": "ωB97M-V/def2-TZVPD", "total_energy_ev": -9877.6543, "smiles": "CN[C@@H](C=O)CO", "charge": 0, "de_lowest_kcal_mol": 55.5, "homo_lumo_gap_ev": 9.8, "species": ["C", "N", "C", "C", "O", "C", "O", "H", "H", "H", "H", "H", "H", "H", "H", "H"], "xyz": [[-1.827, -1.041, 0.165], [-0.930, -0.324, -0.738], [0.476, -0.012, -0.480], [0.804, 0.147, 1.002], [2.195, 0.033, 1.244], [0.714, 1.308, -1.195], [1.299, 2.238, -0.710], [-2.740, -0.469, 0.347], [-2.177, -1.964, -0.306], [-1.347, -1.237, 1.120], [-1.026, -0.666, -1.680], [1.125, -0.787, -0.910], [0.289, -0.626, 1.585], [0.357, 1.088, 1.329], [2.511, 0.932, 1.435], [0.277, 1.382, -2.211]], "lowdin_charge": [-0.106, -0.087, -0.301, -0.234, -0.046, -0.211, 0.066, 0.072, 0.078, 0.059, 0.102, 0.151, 0.100, 0.132, 0.098, 0.124]}

Record 14
{"formula": "C4H9NO2", "method": "ωB97M-V/def2-TZVPD", "total_energy_ev": -9877.0925, "charge": 0, "de_lowest_kcal_mol": 68.4, "homo_lumo_gap_ev": 8.8, "species": ["C", "C", "C", "C", "N", "O", "O", "H", "H", "H", "H", "H", "H", "H", "H", "H"], "xyz": [[0.455, 1.769, -0.489], [0.331, -0.355, 1.278], [-0.779, -0.986, -0.914], [-0.651, 0.065, 0.231], [1.544, 1.818, -1.226], [-0.097, 2.761, 0.025], [-1.830, 0.582, 0.737], [-0.199, -1.196, 1.738], [1.174, -0.688, 0.666], [0.453, 0.332, 2.136], [-1.788, -1.295, -0.766], [-0.005, -1.659, -0.834], [-0.670, -0.420, -1.822], [2.008, 1.047, -1.701], [1.910, 2.726, -1.377], [-1.717, 1.483, 0.985]], "lowdin_charge": [-0.371, -0.070, -0.007, -0.424, 0.140, -0.036, 0.019, 0.089, 0.083, 0.100, 0.078, 0.045, 0.073, 0.113, 0.095, 0.073]}

Record 15
{"formula": "C4H9NO2", "method": "ωB97M-V/def2-TZVPD", "total_energy_ev": -9878.2792, "smiles": "CN(C=O)CCO", "charge": 0, "de_lowest_kcal_mol": 41.1, "homo_lumo_gap_ev": 10.1, "species": ["C", "N", "C", "C", "C", "O", "O", "H", "H", "H", "H", "H", "H", "H", "H", "H"], "xyz": [[0.408, -1.536, -0.694], [0.358, -0.200, -0.615], [0.036, 0.508, -1.911], [0.604, 0.529, 0.662], [-0.683, 1.185, 1.234], [-0.447, 1.343, 2.622], [-0.079, -2.228, -1.572], [0.822, -2.036, 0.195], [-1.022, 0.457, -2.127], [0.394, 1.507, -1.717], [0.644, -0.036, -2.626], [1.375, 1.283, 0.523], [0.910, -0.325, 1.269], [-0.962, 2.084, 0.697], [-1.520, 0.490, 1.091], [-1.154, 1.067, 3.195]], "lowdin_charge": [-0.376, -0.146, -0.001, -0.116, -0.231, -0.064, 0.010, 0.131, 0.086, 0.078, 0.086, 0.120, 0.111, 0.109, 0.122, 0.080]}